Record 1
Formula: C23H29CeCl5NO2P2
Source: the Open Molecules 2025 dataset
Level of theory: ωB97M-V/def2-TZVPD

```
63
Properties=species:S:1:pos:R:3:forces:R:3:lowdin_spin:R:1
C 3.3804 -1.6289 1.8977 0.272 -0.238 0.891 0.000
C 2.4489 -1.1158 0.9472 -0.430 0.268 -1.005 0.000
N 1.2192 -0.6256 1.3949 0.249 -0.026 0.177 -0.002
C 1.0076 -0.5281 2.7280 0.675 -0.284 0.607 0.000
C 1.9489 -0.9338 3.6749 -1.390 0.519 0.172 0.000
C 3.1431 -1.5182 3.2510 0.477 -0.260 -1.150 0.000
C 2.7942 -1.1096 -0.4188 -0.116 -0.304 0.300 0.000
P 1.9719 -0.2783 -1.7579 1.028 -0.524 0.897 0.000
Ce -0.4071 0.3273 -0.3043 -0.602 0.552 1.237 1.043
P -1.7747 -0.2255 2.1289 0.137 -0.151 1.159 0.003
C -0.2980 0.0894 3.2094 -0.002 0.064 0.095 0.001
C -1.6095 -0.3049 -2.6607 2.286 -1.989 -1.115 -0.007
C -1.8072 0.8802 -3.4681 -0.615 0.826 -0.689 -0.011
C -3.0911 1.2470 -3.8615 1.447 -0.192 0.582 -0.001
C -4.2134 0.5477 -3.3756 -0.737 -0.666 0.334 -0.015
C -4.0519 -0.4895 -2.4473 0.314 0.894 -0.180 0.001
C -2.7686 -0.8839 -2.0172 -0.014 -0.163 1.178 -0.013
O 3.3519 -5.1876 -0.8752 -0.867 0.531 0.651 0.000
O -0.8006 -4.7201 0.3716 0.894 -0.455 -0.561 0.000
H 4.2962 -2.0793 1.5088 -0.278 0.179 0.203 0.000
H 1.7213 -0.8044 4.7343 0.073 -0.074 -0.321 0.000
H 3.8716 -1.8767 3.9792 -0.161 0.082 -0.223 0.000
C 3.0726 1.1005 -2.2472 -0.002 0.131 -0.407 0.000
C 2.1201 -1.4685 -3.1415 -0.092 -0.007 -0.366 -0.001
H -0.5533 -0.3088 4.2038 0.222 0.239 -0.153 0.000
H -0.1747 1.1834 3.3045 -0.047 -0.315 -0.094 0.000
H 3.7821 -5.9408 -1.2474 0.491 -0.786 -0.406 0.000
H 3.6785 -1.7094 -0.6720 -0.216 0.360 0.030 0.000
C -2.9802 0.9500 2.8330 -0.282 0.089 0.001 0.001
C -2.3356 -1.8182 2.8211 -0.276 -0.306 -0.127 0.000
H -0.9202 1.4254 -3.8009 -0.349 -0.162 -0.175 0.000
H -3.2434 2.0814 -4.5548 0.221 -0.266 0.355 0.000
H -5.2119 0.8268 -3.7245 0.376 -0.171 0.184 -0.001
H -4.9466 -0.9936 -2.0629 0.482 0.161 -0.030 0.000
H -2.6381 -1.7138 -1.3092 -0.166 0.049 -0.618 0.000
H -0.4813 -0.3865 -2.1164 0.054 2.528 2.183 0.002
H -0.7404 -4.9497 -0.5672 0.155 -0.007 0.271 0.000
H -1.6481 -4.3136 0.4317 -1.066 0.493 0.266 0.000
H 2.6645 -5.5596 -0.2963 0.359 0.293 -0.244 0.000
H -0.7141 -0.9528 -2.8894 -2.556 -1.989 -4.031 -0.002
H 4.0080 0.6948 -2.6562 -0.137 0.163 0.121 0.000
H 2.5752 1.7156 -3.0089 0.190 -0.059 0.052 0.000
H 3.2862 1.7278 -1.3735 -0.091 -0.247 -0.229 0.000
H 3.1012 -1.3674 -3.6294 -0.300 -0.102 0.110 0.000
H 2.0116 -2.4921 -2.7542 0.026 0.364 -0.092 0.000
H 1.3269 -1.2764 -3.8775 0.302 -0.125 -0.036 0.000
H -2.6952 -1.6934 3.8542 0.160 -0.075 -0.294 0.000
H -3.1578 -2.1974 2.1966 0.174 0.004 0.263 0.000
H -1.5128 -2.5475 2.8002 -0.197 0.212 -0.013 0.000
H -3.2538 0.6674 3.8604 0.105 0.136 -0.260 0.000
H -2.5640 1.9667 2.8273 -0.118 -0.263 -0.049 0.000
H -3.8799 0.9406 2.2024 0.176 0.071 0.228 0.000
Cl -2.3953 2.5014 -0.5153 -0.038 0.643 0.165 0.002
C -0.9601 3.4081 0.0119 1.099 0.792 0.557 0.001
C 0.1889 2.6627 0.2576 -0.020 0.540 0.232 -0.002
C 1.3128 3.3270 0.7752 -1.101 0.635 -0.378 0.000
Cl 2.7114 2.3934 1.1785 0.123 0.011 0.067 0.000
C 1.3139 4.7192 0.9786 -0.780 -0.321 -0.330 0.000
Cl 2.7077 5.5045 1.5846 0.143 0.182 0.083 0.000
C 0.1464 5.4744 0.6785 -0.091 -1.517 -0.214 0.001
Cl 0.1318 7.1628 0.9114 -0.043 0.240 0.027 0.000
C -1.0112 4.8049 0.2040 0.641 -0.398 0.160 0.000
Cl -2.4550 5.6690 -0.1105 -0.174 0.189 -0.044 0.000
```
Forces are in eV/Å.

Summary:
F_max	0.101	hartree/bohr
Kohn-Sham gap (alpha / beta)	5.6 / 5.6	eV
spin multiplicity	2
molar mass	730.8	g mol⁻¹
energy relative to the best compared isomer or geometry (same formula, charge and spin)	0.000	eV
E	-4557.66130	a.u.

Record 2
Formula: C16H7BrILiN5O7
Source: the Open Molecules 2025 dataset
Level of theory: ωB97M-V/def2-TZVPD

```
38
Properties=species:S:1:pos:R:3:forces:R:3:nbo_charge:R:1
Li -0.3309 -0.4588 -0.2719 0.033 0.066 0.029 0.900
O -0.9228 -0.3313 -1.9029 -0.070 -0.093 -0.618 -0.692
N -1.1463 -0.3909 -3.1592 0.070 0.032 0.140 0.062
C -0.0997 -0.5440 -3.9383 -0.050 0.022 0.099 -0.195
C 1.2284 -0.6424 -3.4081 -0.032 -0.011 -0.083 0.268
N 2.2906 -0.7196 -2.9738 0.035 0.003 0.034 -0.332
C -0.3126 -0.6001 -5.3521 -0.004 -0.010 0.137 0.286
N -0.4678 -0.6497 -6.4908 0.004 0.006 -0.043 -0.347
Br -3.0022 5.0187 1.2432 0.010 -0.015 0.012 0.048
C -3.2351 4.0581 -0.3762 -0.050 0.040 -0.036 -0.106
C -3.8476 4.7298 -1.4254 -0.011 0.001 -0.027 -0.242
C -4.0435 4.0855 -2.6358 0.007 0.013 0.026 -0.210
C -3.6298 2.7711 -2.7921 0.019 -0.020 0.016 -0.207
C -3.0247 2.1034 -1.7395 -0.015 0.030 -0.066 -0.217
C -2.8182 2.7415 -0.5194 0.026 -0.004 0.018 -0.236
I -1.8825 1.6590 1.0049 -0.015 0.043 0.145 0.245
H -4.1636 5.7540 -1.2860 -0.002 0.014 -0.004 0.221
H -4.5142 4.6151 -3.4533 -0.012 0.008 -0.011 0.211
H -3.7653 2.2581 -3.7349 -0.008 -0.006 -0.011 0.222
H -2.6822 1.0859 -1.8675 -0.034 0.006 0.017 0.256
O -0.6006 0.0025 2.9178 -0.094 0.036 0.208 -0.706
C 0.0593 -0.9305 2.4514 0.141 0.095 -0.146 0.773
O 0.2671 -1.1840 1.2334 0.096 -0.257 0.118 -0.855
C 0.7294 -1.8777 3.4386 -0.045 -0.029 0.056 -0.129
C 0.5784 -1.6629 4.8019 0.002 0.011 -0.058 -0.148
C 1.1954 -2.5263 5.6873 0.092 0.087 0.117 0.067
C 1.9597 -3.6011 5.2798 0.010 0.041 -0.024 -0.190
C 2.0831 -3.7830 3.9174 0.182 -0.010 -0.012 -0.001
C 1.4886 -2.9492 2.9881 -0.026 0.055 -0.016 -0.129
N 2.8925 -4.9274 3.4452 -0.536 -0.193 0.070 0.536
O 3.4145 -5.6294 4.2881 0.211 0.038 0.036 -0.386
O 2.9257 -5.1352 2.2530 0.182 0.075 -0.109 -0.363
N 1.0388 -2.2995 7.1402 -0.401 -0.294 -0.154 0.524
O 1.5708 -3.0912 7.8917 0.181 0.046 0.086 -0.386
O 0.3379 -1.3758 7.4916 0.099 0.164 0.049 -0.368
H -0.0152 -0.8283 5.1450 0.005 -0.001 0.002 0.276
H 2.4349 -4.2619 5.9867 -0.006 0.011 -0.011 0.276
H 1.6061 -3.1149 1.9272 0.002 0.002 0.013 0.277
```
Forces are in eV/Å.

Summary:
charge	-1
F_max	0.012	hartree/bohr
Kohn-Sham gap	7.8	eV
spin multiplicity	1
molar mass	595.0	g mol⁻¹
energy relative to the best compared isomer or geometry (same formula, charge and spin)	0.000	eV
E	-4293.58863	a.u.

Record 3
Formula: C10H18O2S2
Source: the Open Molecules 2025 dataset
Level of theory: ωB97M-V/def2-TZVPD

```
32
Properties=species:S:1:pos:R:3:forces:R:3:nbo_charge:R:1
C -1.1066 0.3822 0.0889 3.207 2.982 2.178 -0.178
C 1.0081 0.9992 0.2949 -6.674 2.489 -3.239 -0.126
C -0.6674 -1.0033 -1.8576 1.557 -0.058 0.271 -0.600
C -2.9189 -0.9804 -0.6341 -1.001 -0.637 1.799 -0.605
C -2.2131 0.9020 -2.0468 -2.189 -3.817 -0.334 -0.560
C 3.0035 0.7768 1.4953 1.460 2.259 2.037 -0.598
C 2.1070 -1.1255 0.1853 -0.348 0.283 1.405 -0.577
C 0.9624 -0.3112 2.3976 0.161 -1.981 -0.033 -0.594
C -1.7225 -0.2183 -1.1009 1.184 0.975 0.168 -0.250
C 1.7377 0.1094 1.0855 0.122 -2.650 0.876 -0.302
O -3.2078 0.8087 1.4949 0.768 0.942 0.671 -0.941
O 2.5578 2.5603 -0.9176 0.388 1.073 -0.493 -0.933
S -1.7404 1.1012 1.4080 -0.883 -1.300 -1.352 1.122
S 1.1212 2.3345 -0.7021 0.531 -3.127 1.906 1.151
H -0.8734 -0.7630 -2.9002 0.670 -0.469 -0.202 0.216
H -0.7197 -2.0909 -1.7066 -0.034 0.278 0.026 0.217
H 0.3856 -0.6468 -1.5157 -1.957 -0.626 -1.192 0.228
H -3.6829 -0.2560 -0.1544 1.178 -1.617 -1.060 0.269
H -3.2713 -1.4519 -1.5375 -0.682 -0.565 -0.048 0.207
H -2.6124 -1.7596 0.1620 -0.654 1.061 -1.305 0.213
H -2.6610 0.2804 -2.9251 0.460 1.499 1.281 0.203
H -1.4576 1.4897 -2.3918 2.084 1.783 -0.935 0.207
H -2.9650 1.4124 -1.5051 -0.869 0.972 0.079 0.216
H 2.5648 1.7800 1.9640 1.731 -1.921 -0.271 0.217
H 3.5505 0.0860 2.2204 -0.782 1.254 -0.514 0.215
H 3.7867 1.0936 0.7581 -1.257 -0.446 0.126 0.253
H 2.8909 -1.6378 0.7744 -0.295 -0.120 -0.761 0.221
H 1.2628 -1.7899 -0.0746 0.503 0.364 0.363 0.221
H 2.4674 -0.6093 -0.6848 0.693 -0.550 -0.723 0.217
H 0.3960 -1.2927 2.2704 0.569 1.336 -0.190 0.222
H 0.2877 0.3627 2.9229 0.184 0.445 -0.625 0.230
H 1.7300 -0.5425 3.1322 0.175 -0.110 0.090 0.216
```
Forces are in eV/Å.

Summary:
F_max	0.152	hartree/bohr
Kohn-Sham gap (alpha / beta)	8.5 / 8.5	eV
spin multiplicity	1
molar mass	234.4	g mol⁻¹
energy relative to the best compared isomer or geometry (same formula, charge and spin)	5.911	eV
E	-1338.44534	a.u.

Record 4
Formula: C18H18N2NiS2Si2
Source: the Open Molecules 2025 dataset
Level of theory: ωB97M-V/def2-TZVPD

```
43
Properties=species:S:1:pos:R:3:forces:R:3:nbo_charge:R:1
Ni -0.2928 -0.0614 -0.1321 -0.318 -0.212 -0.286 0.134
S -1.3398 -1.9263 -0.7804 0.147 0.024 0.140 -0.319
C -2.9615 -1.3842 -1.0466 -0.066 -0.120 -0.039 -0.174
C -3.9603 -2.2773 -1.4518 0.076 -0.023 0.012 -0.186
C -5.2654 -1.8719 -1.6941 -0.115 -0.047 -0.020 -0.214
C -6.2435 -2.8348 -2.1100 0.061 0.095 -0.005 0.317
N -7.0205 -3.6141 -2.4530 0.000 -0.025 0.016 -0.400
C -5.6063 -0.5143 -1.5264 -0.051 -0.006 -0.016 -0.158
C -4.6245 0.3804 -1.1198 -0.004 0.010 0.005 -0.187
C -3.3088 -0.0190 -0.8669 0.017 0.131 0.024 -0.194
S -2.1220 1.1297 -0.3364 -0.074 0.206 -0.063 -0.315
C -6.9394 -0.0467 -1.7675 0.079 -0.026 0.013 0.321
N -8.0058 0.3482 -1.9564 -0.009 0.004 -0.001 -0.407
H -3.7004 -3.3206 -1.5806 0.002 0.002 0.000 0.217
H -4.8840 1.4239 -0.9918 0.012 0.001 0.005 0.216
C 0.4215 3.3667 0.5175 -0.030 0.014 0.060 -1.124
Si 1.0539 1.6705 -0.0798 0.108 -0.078 0.101 1.152
C 1.6770 2.0641 -1.8429 -0.008 0.016 -0.032 -1.115
C 2.6748 1.3678 0.9007 0.026 -0.077 0.026 -0.437
C 3.6315 2.3099 1.2879 0.018 -0.009 0.010 -0.213
C 4.7845 1.9275 1.9628 -0.013 -0.012 -0.005 -0.249
C 4.9988 0.5837 2.2563 -0.019 0.004 -0.004 -0.267
C 4.0567 -0.3632 1.8731 0.010 0.010 0.002 -0.162
C 2.8885 0.0089 1.2029 0.027 0.094 -0.066 -0.445
Si 1.4582 -1.1364 0.6298 0.126 0.015 0.182 1.144
C 0.9619 -2.0761 2.2167 -0.015 0.021 0.032 -1.117
C 2.3179 -2.4935 -0.3999 -0.021 0.003 -0.090 -1.119
H 1.1886 4.1428 0.4109 -0.009 0.004 -0.005 0.195
H 0.1157 3.3265 1.5664 0.006 0.000 -0.006 0.220
H -0.4528 3.6618 -0.0687 0.006 0.010 0.004 0.231
H 2.4100 2.8798 -1.8418 -0.008 0.003 0.006 0.196
H 0.8324 2.3531 -2.4753 0.015 -0.009 -0.007 0.221
H 2.1425 1.1817 -2.2890 0.001 0.008 -0.003 0.221
H 3.4773 3.3626 1.0620 -0.004 -0.004 0.001 0.187
H 5.5173 2.6712 2.2616 -0.001 0.001 0.002 0.183
H 5.8963 0.2810 2.7876 0.001 -0.001 -0.003 0.182
H 4.2326 -1.4097 2.1128 0.001 0.002 -0.008 0.179
H 1.8005 -2.6207 2.6674 0.010 0.009 -0.018 0.192
H 0.1647 -2.7848 1.9774 0.011 -0.012 0.021 0.230
H 0.5707 -1.3721 2.9562 -0.008 -0.024 0.008 0.221
H 3.1092 -2.9912 0.1726 -0.005 0.002 0.001 0.196
H 2.7623 -2.0783 -1.3089 -0.005 -0.003 0.007 0.217
H 1.5826 -3.2451 -0.7025 0.019 -0.001 0.000 0.227
```
Forces are in eV/Å.

Summary:
charge	-2
F_max	0.009	hartree/bohr
Kohn-Sham gap	6.3	eV
spin multiplicity	1
molar mass	441.4	g mol⁻¹
energy relative to the best compared isomer or geometry (same formula, charge and spin)	0.000	eV
E	-3690.05580	a.u.

Among the records above, which one has the lowest F_max? C18H18N2NiS2Si2

Which formula does entry 3 have? C10H18O2S2

The highest spin multiplicity belongs to which entry? C23H29CeCl5NO2P2